A 2-piece molecular cluster, C6H10O overall, computed with ωB97M-V/def2-TZVPD.

```
17
Properties=species:S:1:pos:R:3:forces:R:3:nbo_charge:R:1
C -1.2495 -0.2413 0.2053 -0.108 -0.144 0.066 -0.49
C -0.5603 -1.3604 -0.5331 -0.194 -0.948 1.541 0.08
O 0.7734 -1.2817 -0.6796 -0.181 -0.251 -0.064 -0.50
C 1.5502 -0.5599 0.2944 -0.005 0.001 0.053 -0.12
C 1.4836 0.9463 0.1556 -0.132 -0.009 -0.061 -0.24
C 0.4110 1.6635 -0.1760 0.067 -0.095 -0.012 -0.16
C -0.9835 1.1386 -0.4193 0.030 -0.104 -0.081 -0.44
H -0.9332 -0.1976 1.2551 -0.116 0.056 -0.126 0.21
H -2.3196 -0.4652 0.1995 0.051 0.046 0.048 0.23
H -1.0308 -2.6772 0.4291 0.814 1.166 0.473 -0.07
H -1.0579 -2.3541 -0.6815 -0.002 0.639 -1.781 0.24
H 1.2611 -0.8986 1.2995 0.006 0.048 -0.125 0.19
H 2.5799 -0.8904 0.1243 -0.222 0.052 -0.007 0.21
H 2.4287 1.4675 0.3150 -0.194 -0.121 -0.018 0.21
H 0.5353 2.7408 -0.2913 -0.004 -0.187 0.039 0.21
H -1.1881 1.1122 -1.4984 0.044 0.006 0.103 0.22
H -1.7002 1.8575 0.0013 0.147 -0.154 -0.046 0.22
```
Positions in Å, forces in eV/Å.

***

A 10-piece molecular cluster, C44H105N3O10 overall, computed with ωB97M-V/def2-TZVPD.

```
162
Properties=species:S:1:pos:R:3:forces:R:3:mulliken_charge:R:1
C 3.7659 -0.3138 -1.5647 -0.650 -0.025 0.522 -0.72
C 2.9598 0.4479 -2.6044 -0.268 -0.029 0.365 -0.41
O 1.9527 1.3477 -2.1246 0.725 -0.049 0.685 -0.18
H 4.2786 -1.1466 -2.0601 -0.102 0.070 0.103 0.52
H 3.0488 -0.7221 -0.8098 0.741 0.220 -0.352 -0.12
H 4.5314 0.3094 -1.0965 -0.204 -0.047 0.223 0.41
H 2.4620 -0.2983 -3.1843 -0.587 -0.283 -0.600 0.20
H 3.6283 0.9727 -3.2528 0.545 0.484 -0.599 0.30
H 2.3630 1.8378 -1.3679 -0.450 -0.246 -0.420 0.12
C 3.7761 4.3729 -0.9583 -0.730 -0.828 0.422 -0.93
C 3.3257 3.8071 0.4341 0.849 1.949 -1.715 -0.20
O 2.8905 2.5057 0.1899 0.548 -0.075 0.205 0.06
H 2.8964 4.1360 -1.6343 1.030 0.808 0.503 -0.02
H 4.6409 3.7967 -1.3758 -0.505 0.718 0.476 0.28
H 3.9734 5.4575 -0.8132 -0.008 -0.710 -0.650 0.37
H 2.4887 4.4887 0.7275 0.511 -0.681 0.320 0.24
H 4.1860 3.8970 1.1390 -0.738 -0.325 -0.121 0.30
H 2.2234 2.3270 0.8520 -0.882 -0.860 0.471 -0.28
C -0.4753 4.5129 -1.1241 1.455 1.348 0.626 -0.34
C -0.0355 4.9548 -2.5557 0.627 -0.585 1.133 -0.71
O -0.1597 3.8577 -3.4371 0.487 -0.835 -0.070 -0.52
H -1.5136 4.2404 -1.0473 -0.392 -0.569 -0.368 0.20
H -0.3876 5.3290 -0.3582 0.186 -0.301 -0.878 0.33
H 0.2141 3.7281 -0.7307 -0.646 0.177 -0.454 0.05
H 1.0058 5.3999 -2.5517 -0.867 -0.647 0.128 0.24
H -0.6696 5.7133 -2.9812 -0.433 0.367 0.072 0.46
H 0.2668 3.0464 -3.0736 -0.140 0.905 -0.154 0.33
C -4.7628 -1.7409 0.3219 1.017 -0.590 0.265 -0.20
C -3.8557 -2.9940 0.2072 -0.079 -0.144 1.293 -0.71
O -2.7298 -2.7741 -0.6340 0.053 -0.141 -0.257 0.12
H -5.5792 -1.9450 1.0801 0.786 0.426 -1.026 0.34
H -5.1193 -1.6403 -0.7235 -0.267 0.665 0.828 -0.02
H -4.0937 -0.8729 0.6583 -1.201 -1.037 -0.608 -0.14
H -4.4873 -3.9012 0.0130 0.664 0.628 -0.505 0.38
H -3.3658 -3.2182 1.1758 -0.394 0.183 -0.266 0.33
H -2.8601 -2.9022 -1.5845 -0.441 0.025 0.325 -0.10
C 3.4096 -1.5979 5.2368 -0.693 -0.513 -1.776 -1.86
C 3.9559 -2.1763 3.8480 -0.607 -0.519 1.493 2.12
C 3.3425 -1.5599 2.6257 0.868 1.017 -0.653 -1.29
C 3.9782 -0.1819 2.2736 0.303 0.094 1.269 1.45
C 5.4988 -0.3316 2.1614 -0.156 1.203 0.802 -2.12
C 6.1215 -0.7913 3.4965 0.854 -1.031 0.306 2.33
N 5.4276 -2.1331 3.7273 -0.242 0.778 0.429 -0.04
O 5.8959 -2.6656 4.9663 0.134 0.580 0.208 -0.46
C 7.6112 -1.1975 3.2636 -0.207 1.262 -1.797 -1.98
C 6.0444 0.2055 4.6668 -1.408 0.891 -0.294 -1.58
C 3.5285 -3.6659 3.8547 -0.712 -0.248 -3.087 -1.98
H 3.9254 -2.1422 5.9720 0.464 -0.812 1.149 0.59
H 2.3152 -1.7639 5.3656 0.722 0.045 -0.336 0.33
H 3.6315 -0.5775 5.4349 0.048 1.024 -0.248 0.30
H 3.5125 -2.2289 1.7789 0.360 -0.021 -0.153 0.39
H 2.2844 -1.6323 2.7534 -0.873 0.736 0.131 0.31
H 3.7709 0.6712 2.9692 -0.151 -0.990 -0.116 -0.50
H 3.6956 0.2159 1.3390 -0.928 0.114 -1.220 -0.63
H 5.9138 0.5972 1.6759 -0.033 -0.753 0.962 0.39
H 5.6996 -1.1257 1.4960 0.282 -0.970 -1.064 0.53
H 8.1347 -0.3440 2.7235 -0.464 -0.909 0.846 0.36
H 8.2201 -1.5596 4.0683 -0.080 0.357 0.987 0.40
H 7.6178 -2.0289 2.5737 -0.128 -0.239 -0.522 0.47
H 5.1690 0.9087 4.5258 0.886 -0.677 0.211 0.15
H 5.8871 -0.2945 5.6209 0.143 -0.144 -0.067 0.35
H 6.9331 0.8351 4.7699 0.001 -0.215 -0.268 0.42
H 3.7203 -4.2342 4.7210 0.341 -0.379 1.166 0.48
H 3.9623 -4.2130 2.9606 0.162 0.655 1.022 0.43
H 2.4492 -3.7865 3.5759 0.540 0.488 0.735 0.30
H 6.3550 -3.4423 4.6859 0.542 -0.797 -0.148 0.35
C -0.5244 -7.1191 -3.3532 0.350 1.082 0.311 -1.90
C -1.2192 -5.8303 -2.7751 0.555 -0.729 0.726 1.84
C -1.2529 -5.8628 -1.2223 0.929 -0.503 -1.424 -0.93
C 0.0909 -5.5561 -0.5960 0.026 1.542 -0.632 -1.03
C 0.6585 -4.2188 -1.1746 -0.245 0.369 1.680 -0.21
C 0.7677 -4.2442 -2.6884 1.038 0.965 -0.830 1.50
N -0.5583 -4.5508 -3.1983 -1.113 -0.389 -1.621 0.74
O -0.4440 -4.6368 -4.6952 0.497 -0.341 1.496 -0.57
C 1.1192 -2.7728 -3.1568 -0.033 -0.668 1.128 -1.91
C 1.8754 -5.1539 -3.2300 0.929 0.022 0.758 -1.90
C -2.6490 -5.7573 -3.2219 -0.952 2.699 -1.637 -1.74
H 0.1742 -7.5728 -2.6505 -0.065 0.088 0.205 0.31
H 0.0658 -6.7508 -4.1806 -0.043 -0.457 -0.458 0.39
H -1.1825 -7.9091 -3.6808 -0.537 0.035 -0.109 0.45
H -1.9587 -5.1105 -0.9544 -0.545 0.537 0.654 0.21
H -1.5996 -6.8517 -0.9038 -0.142 0.151 -0.079 0.37
H 0.8405 -6.3039 -0.7696 0.178 -0.792 0.191 0.34
H -0.1528 -5.4328 0.4451 0.627 -0.054 0.697 0.57
H 1.6711 -3.9295 -0.6922 -1.571 -0.514 -0.828 0.32
H -0.0994 -3.4272 -0.8925 0.895 -0.575 -0.305 -0.32
H 0.3631 -2.1557 -2.6868 -0.081 0.483 0.035 0.30
H 2.1228 -2.4223 -2.8229 -0.653 -0.553 -0.053 0.14
H 1.0541 -2.6372 -4.2201 -0.012 -0.192 -0.539 0.61
H 2.0985 -4.8532 -4.2689 -0.095 -0.624 0.435 0.32
H 2.7611 -4.9494 -2.6035 -0.037 0.195 -0.415 0.46
H 1.7385 -6.2363 -3.0805 -0.194 0.568 -0.454 0.38
H -2.7223 -5.7551 -4.3396 -0.009 -0.225 0.859 0.45
H -3.1669 -4.7756 -2.8957 1.028 -1.238 -0.365 -0.03
H -3.2782 -6.5044 -2.8267 -0.460 -1.292 0.428 0.49
H -1.1089 -4.0463 -5.0411 -0.364 0.426 0.219 0.31
C -5.1860 1.5137 -1.3630 -0.151 0.674 0.069 -1.42
C -5.4411 1.5955 -2.8617 0.458 -1.197 -1.143 2.02
C -5.2043 2.9184 -3.6074 0.664 1.366 0.590 -1.33
C -3.7383 3.4209 -3.6443 0.400 -2.113 1.140 0.01
C -2.9243 2.3284 -4.3445 0.748 0.622 -0.952 -1.57
C -3.0458 0.9615 -3.7296 -1.852 -0.494 0.313 2.36
N -4.5492 0.6598 -3.6054 0.421 -1.073 -0.350 -0.14
O -4.7141 -0.6747 -2.9910 0.503 2.200 1.800 -0.29
C -2.5842 -0.1289 -4.6449 1.148 -0.051 -0.574 -2.39
C -2.3481 0.8430 -2.4234 0.498 -1.088 0.720 -0.17
C -6.8542 1.1387 -3.2180 -0.239 1.062 0.113 -2.10
H -5.9020 2.1199 -0.8108 -0.305 -0.183 0.103 0.56
H -4.2282 1.9219 -1.1218 0.596 0.455 0.128 0.19
H -5.1421 0.4879 -0.9949 -0.474 0.161 -0.229 0.04
H -5.4434 2.7583 -4.6715 -0.265 -0.051 0.402 0.32
H -5.8251 3.7677 -3.2440 -0.006 -0.806 0.004 0.45
H -3.2299 3.6181 -2.6839 -0.716 -0.088 0.092 -0.32
H -3.7241 4.3428 -4.1442 0.211 1.206 -1.024 0.51
H -1.8371 2.5242 -4.4229 -0.562 0.316 0.230 0.20
H -3.2700 2.2874 -5.3770 -0.136 -0.195 -0.218 0.41
H -1.5177 -0.1311 -4.9304 -0.347 0.641 0.077 0.33
H -2.6842 -1.0653 -4.1426 -0.324 -0.801 0.283 0.46
H -3.2088 -0.0882 -5.5143 -0.204 -0.275 -0.722 0.52
H -2.4615 1.7301 -1.8482 -0.166 0.600 0.702 -0.50
H -2.7613 -0.0563 -1.9023 0.542 0.764 -0.095 -0.29
H -1.2700 0.7319 -2.5569 0.058 -0.224 -0.101 0.71
H -6.9683 1.0684 -4.3159 -0.044 -0.063 0.644 0.41
H -7.5270 1.8931 -2.8037 -0.216 0.195 -0.327 0.43
H -7.1514 0.2462 -2.7088 0.119 -0.859 0.034 0.38
H -4.8483 -1.3077 -3.6582 -0.350 -0.706 -1.843 0.27
C 1.4585 1.9414 4.6743 -0.366 -1.292 -0.551 -1.00
C -0.0043 2.2721 4.5174 0.850 2.852 0.707 1.02
C -0.6612 2.4763 5.8979 -1.392 -0.365 -0.976 -1.24
O 0.0849 3.5406 3.7856 0.713 -1.340 -0.116 -0.58
H 1.9827 2.7688 5.0896 0.259 0.800 0.388 0.45
H 1.9280 1.6762 3.7241 -0.181 0.022 0.079 -0.22
H 1.5532 1.1088 5.3411 0.304 -0.690 0.435 0.42
H -0.5730 1.5923 3.9330 -0.381 -0.980 -0.509 -0.19
H -0.8210 1.4561 6.3183 -0.136 0.882 0.037 0.38
H -1.6306 3.0840 5.8515 1.171 -1.268 0.005 0.14
H -0.0157 3.0532 6.5160 0.672 0.315 0.642 0.38
H -0.7763 3.9426 3.7889 -0.948 0.510 0.070 0.44
C -1.8619 5.7661 2.0953 -0.401 0.982 -0.929 -0.97
C -2.9566 5.3002 3.0397 -0.054 0.455 0.120 0.46
C -3.9413 4.3926 2.3069 -0.470 -0.253 1.236 -1.00
O -2.2741 4.6438 4.0857 0.408 -0.418 0.524 -0.52
H -2.4049 6.4607 1.4351 0.334 -0.355 -0.420 0.49
H -1.3898 4.9598 1.4930 -0.461 0.398 0.557 -0.27
H -1.0781 6.4154 2.5114 -0.227 -0.548 0.434 0.40
H -3.4800 6.1768 3.4764 0.185 -0.301 -0.346 0.28
H -4.4812 4.9453 1.5339 0.217 -0.222 -0.074 0.40
H -4.7054 3.9768 3.0177 0.585 0.420 -0.538 0.42
H -3.3731 3.5442 1.9294 -0.177 -0.002 -0.386 0.02
H -2.7938 4.2462 4.7869 -0.620 0.163 -0.212 0.24
C -0.0030 -0.5402 1.1666 -0.144 -0.418 -0.313 -1.16
C -0.2349 0.9329 0.8026 1.471 -1.530 1.142 1.59
C -1.6392 1.3690 1.0287 -0.241 0.041 -0.218 -0.06
O 0.7479 1.6710 1.5842 -0.936 0.723 0.153 0.95
H -0.0013 -0.8456 2.2318 -0.471 0.644 -0.384 0.22
H 0.9768 -0.8065 0.8160 0.717 -0.097 -0.184 -0.12
H -0.6715 -1.1774 0.5802 -0.245 -0.022 0.219 0.12
H 0.0937 0.9951 -0.2350 -0.337 0.433 -0.192 -0.67
H -2.0795 1.0464 1.9733 0.277 0.203 0.199 0.77
H -2.2712 0.9785 0.2530 -0.279 -0.490 -0.404 -0.53
H -1.6902 2.4262 0.8772 -0.196 0.967 0.300 -0.76
H 0.2986 2.3361 2.1534 0.378 -0.223 -0.328 -0.29
```
Positions in Å, forces in eV/Å.

**SMILES**: CC1(C)CCCC(C)(C)N1O.CC1(C)CCCC(C)(C)N1O.CC1(C)CCCC(C)(C)N1O.CC(C)O.CC(C)O.CC(C)O.CCO.CCO.CCO.CCO

***

C29H57B2Cl20IO6 as an isolated structure, computed with ωB97M-V/def2-TZVPD.

```
115
Properties=species:S:1:pos:R:3:forces:R:3:mulliken_charge:R:1
C 0.0681 -3.5655 -5.0677 -0.407 0.669 -0.360 -1.09
C -0.8704 -2.2791 -4.6959 0.609 -0.541 -0.701 -0.22
B -0.8611 -2.0072 -3.0992 0.617 -2.035 1.086 0.38
O -0.8097 -3.1955 -2.2432 0.689 1.977 -1.099 -0.58
C -0.9461 -0.5310 -2.3783 -0.900 1.757 -0.523 1.49
C -2.3407 -0.2626 -1.6345 -0.022 -0.608 0.061 -1.17
C -2.3334 -0.4967 -0.0526 -1.577 -0.506 0.138 0.17
C -2.1055 -2.0361 0.3914 -0.617 0.778 1.112 0.38
O -1.4411 0.3611 0.6942 -0.364 -0.239 -0.502 -0.44
O -1.0828 0.3455 -3.5793 2.750 1.643 -1.107 -0.39
C 0.2232 0.8304 -3.9565 -0.479 0.282 -1.102 0.27
O 0.4973 1.6826 -4.8186 -1.139 -3.889 3.269 -0.60
O 1.1444 0.1034 -3.1062 -1.709 1.946 -1.217 -0.30
C 0.4027 0.1243 -1.8192 0.548 -1.575 -1.209 -0.87
I 0.3414 2.3140 -1.4580 -0.226 -0.932 0.765 0.22
B 1.3950 -0.7315 -0.8552 1.209 -0.924 1.871 1.49
C 1.9461 -0.1446 0.5809 0.203 -0.594 -0.078 -0.01
O 1.9064 -2.0576 -1.2028 -2.043 1.884 0.543 -0.94
H -0.2074 -4.4612 -4.4173 0.393 1.114 -1.116 0.22
H 1.1738 -3.3011 -4.9244 -1.569 -0.385 -0.066 0.29
H -0.0820 -3.7750 -6.1931 0.257 0.014 1.886 0.34
H -0.4785 -1.4235 -5.3388 -0.736 -0.918 0.963 0.21
H -1.9467 -2.5000 -5.0582 1.560 0.357 0.651 0.32
H 0.0872 -3.5937 -2.2794 -0.820 0.225 -0.085 0.26
H -2.7267 0.7763 -1.9505 0.837 -1.462 0.717 0.32
H -3.1068 -1.0140 -2.0720 1.109 1.144 0.746 0.36
H -3.4034 -0.2418 0.3142 1.475 -0.468 -0.822 0.34
H -1.0296 -2.2636 0.7031 -1.330 0.324 -0.866 -0.04
H -2.5364 -2.7786 -0.3621 0.896 1.130 0.912 0.12
H -2.7407 -2.1646 1.3505 1.598 0.287 -1.800 -0.68
H -1.8172 1.2625 0.7844 0.224 -0.905 -0.320 0.28
H 2.4465 -0.9978 1.1678 -0.714 1.232 -0.780 -0.07
H 1.1166 0.2867 1.2329 1.173 -0.295 -0.947 0.13
H 2.7849 0.6309 0.3933 -1.478 -0.959 0.287 -0.13
H 1.7917 -2.6003 -0.3883 0.700 0.571 -0.736 -0.03
Cl -6.0898 -2.8716 -0.8840 0.035 0.084 -0.009 -0.20
C -5.7863 -4.2897 0.1523 0.023 -0.266 0.100 -0.47
C -5.9372 -3.9636 1.6247 0.026 -0.083 -0.076 -0.49
Cl -4.6415 -2.8878 2.2083 -0.659 -0.194 0.303 -0.15
H -4.7881 -4.6682 -0.0752 -0.071 0.170 0.067 0.38
H -6.5127 -5.0518 -0.1347 0.053 0.127 0.082 0.37
H -5.8778 -4.8787 2.2152 0.058 0.123 -0.129 0.31
H -6.8947 -3.4857 1.8351 0.191 0.017 -0.070 0.18
Cl 2.3370 0.6197 4.2491 -0.007 -0.041 -0.026 -0.14
C 2.8582 -0.6999 5.3259 0.062 -0.068 0.159 -0.44
C 3.8422 -1.6334 4.6503 0.117 0.063 0.202 -0.62
Cl 3.0792 -2.5931 3.3573 0.041 -0.015 0.063 -0.07
H 1.9677 -1.2319 5.6653 0.093 0.036 -0.156 0.30
H 3.3275 -0.2326 6.1942 0.035 -0.066 -0.118 0.31
H 4.2390 -2.3438 5.3787 -0.109 0.076 -0.026 0.35
H 4.6814 -1.0870 4.2163 -0.183 -0.005 -0.003 0.30
Cl 1.8208 -4.5726 1.0223 -0.187 -0.058 0.044 -0.03
C 2.4722 -6.1026 1.6616 0.231 -0.319 0.037 -0.63
C 1.3753 -7.0483 2.1065 0.056 -0.079 -0.128 -0.40
Cl 0.5286 -6.4591 3.5586 -0.015 0.036 -0.029 -0.18
H 3.1545 -5.8641 2.4795 -0.186 0.071 -0.052 0.30
H 3.0522 -6.5595 0.8572 -0.131 0.021 0.045 0.30
H 1.8053 -8.0188 2.3630 0.050 0.145 -0.019 0.32
H 0.6337 -7.2016 1.3208 0.077 0.122 0.105 0.30
Cl 0.2462 5.5373 -1.6361 -0.020 0.174 -0.052 -0.18
C 0.2377 6.4437 -0.1022 -0.007 0.156 0.200 -0.53
C 1.5923 7.0446 0.2081 -0.176 0.214 -0.042 -0.20
Cl 2.7964 5.7938 0.6019 -0.017 -0.102 0.029 -0.09
H -0.0930 5.7687 0.6894 0.120 0.007 -0.131 0.28
H -0.5066 7.2359 -0.2064 0.136 -0.027 -0.037 0.33
H 1.5188 7.6996 1.0780 -0.035 -0.150 -0.058 0.19
H 1.9740 7.6329 -0.6283 -0.007 -0.209 0.024 0.20
Cl 7.2616 6.0765 -1.4286 0.042 0.039 0.029 -0.21
C 5.8798 5.0308 -1.8452 -0.275 -0.145 -0.187 0.70
C 5.0735 5.5812 -3.0031 0.082 -0.275 0.009 -0.42
Cl 4.1924 7.0662 -2.5641 -0.004 0.163 -0.074 -0.20
H 5.2664 4.9090 -0.9518 0.066 0.162 -0.149 -0.13
H 6.2920 4.0529 -2.1119 -0.293 0.573 0.078 -0.38
H 4.3237 4.8493 -3.3117 0.053 0.040 0.129 0.22
H 5.7055 5.8046 -3.8644 -0.038 0.070 0.168 0.38
Cl -2.7065 -1.4861 4.6419 0.137 0.111 0.070 -0.10
C -3.1778 -2.1058 6.2434 -0.068 -0.138 0.094 -0.53
C -4.4556 -1.4679 6.7497 -0.046 -0.229 0.025 -0.39
Cl -4.2335 0.2527 7.1546 -0.004 0.019 -0.031 -0.19
H -2.3457 -1.9386 6.9294 -0.128 0.087 -0.098 0.35
H -3.3191 -3.1834 6.1359 -0.077 0.113 -0.004 0.27
H -4.7820 -1.9680 7.6641 0.110 0.034 -0.071 0.32
H -5.2596 -1.5420 6.0156 0.178 0.067 0.012 0.28
Cl 3.0902 8.3503 3.1143 0.077 0.128 0.130 -0.20
C 3.3726 6.9120 4.1266 -0.033 -0.266 0.111 -0.32
C 3.2245 7.2145 5.6040 -0.136 -0.149 -0.047 -0.46
Cl 4.5323 8.2613 6.2105 -0.011 0.039 0.000 -0.19
H 4.3652 6.5236 3.8929 -0.098 0.150 0.032 0.32
H 2.6355 6.1645 3.8256 0.044 0.091 0.056 0.23
H 3.2707 6.2866 6.1781 0.043 0.054 -0.129 0.31
H 2.2726 7.7019 5.8210 0.155 0.019 -0.089 0.32
Cl 7.5140 2.1967 -2.2693 0.309 -0.459 -0.032 -0.22
C 7.3281 1.0604 -0.9079 -0.026 -0.226 0.182 -0.48
C 5.8742 0.8351 -0.5411 0.096 -0.220 -0.067 -0.51
Cl 5.1305 2.2814 0.1855 -0.014 -0.004 0.006 -0.12
H 7.9004 1.4483 -0.0636 -0.137 0.058 -0.125 0.32
H 7.7804 0.1171 -1.2212 -0.121 0.073 -0.007 0.39
H 5.7990 0.0360 0.1996 0.074 0.088 -0.049 0.40
H 5.2797 0.5497 -1.4109 0.086 0.122 0.068 0.27
Cl -0.0844 3.1133 -10.8431 0.003 0.037 -0.060 -0.20
C 0.7096 2.7141 -9.2982 0.079 -0.096 0.222 -0.43
C -0.1592 3.0519 -8.1038 0.116 -0.259 0.093 -0.12
Cl -0.3517 4.8101 -7.8887 -0.030 0.026 -0.043 -0.20
H 1.6644 3.2412 -9.2623 -0.186 0.027 -0.012 0.33
H 0.9133 1.6414 -9.3160 -0.096 0.094 0.044 0.29
H 0.3020 2.6704 -7.1901 -0.006 0.045 -0.102 0.03
H -1.1534 2.6109 -8.1922 0.115 0.118 -0.076 0.33
Cl -10.9575 -6.1352 -0.5112 0.035 -0.021 0.032 -0.18
C -10.9579 -5.2125 1.0122 -0.058 0.105 0.123 -0.52
C -9.6034 -4.6026 1.3108 -0.195 0.253 -0.017 -0.42
Cl -8.3843 -5.8383 1.7155 -0.321 -0.319 0.024 -0.19
H -11.2835 -5.8795 1.8121 0.130 0.034 -0.120 0.33
H -11.7035 -4.4223 0.9029 0.149 -0.016 -0.007 0.34
H -9.6784 -3.9381 2.1743 -0.049 -0.117 -0.046 0.35
H -9.2289 -4.0214 0.4659 -0.034 -0.158 0.031 0.32
```
Positions in Å, forces in eV/Å.

***

For the records above, the corresponding electronic energy values read -8427.00921; -72270.40551; -303186.46908 eV.